[1]
One molecule with the formula C2H3NO2, computed with ωB97M-V/def2-TZVPD.

Geometry as XYZ:
```
8
Properties=species:S:1:pos:R:3:forces:R:3:nbo_charge:R:1
O -1.0154 -1.4440 1.4645 0.0016 -0.2977 0.0730 -0.5401
C -0.1678 -0.8009 0.9132 0.1975 0.1964 0.3048 0.5361
N -0.4911 0.1686 -0.0243 -0.4132 -0.5428 -0.8156 -0.6624
C 0.4726 0.8000 -0.7887 -0.3619 0.4650 -0.1340 0.5412
O 1.6354 0.8324 -0.5126 0.4652 -0.0212 0.0447 -0.5500
H 0.9135 -0.8770 1.0772 -0.0214 -0.0883 0.1771 0.1472
H -1.3851 -0.0156 -0.4750 0.0425 0.4543 0.2891 0.4091
H 0.0378 1.3364 -1.6543 0.0896 -0.1659 0.0608 0.1190
```
Forces are in eV/Å.

Properties
lowest unoccupied orbital energy	0.67	eV
total charge	0
HOMO	-10.449	eV
SMILES	O=CNC=O
orbital gap	11.12	eV

[2]
C38H45BaN3O6P2 as an isolated structure, computed with ωB97M-V/def2-TZVPD.

Geometry as XYZ:
```
95
Properties=species:S:1:pos:R:3:forces:R:3:lowdin_charge:R:1
Ba -0.2812 1.0589 -0.8274 0.9640 -0.6937 0.1366 1.8028
N -0.7894 -0.2708 -3.3880 -0.0195 -0.0356 0.0800 -0.0635
C 0.0667 0.1896 -4.4837 -0.0018 -0.0598 -0.0638 -0.2625
C 0.0283 1.7058 -4.5788 0.0371 0.0629 -0.0156 -0.2066
N 0.4980 2.3785 -3.3661 -0.1941 0.0684 0.0744 -0.1321
C 1.8401 2.9439 -3.4095 0.0794 -0.0457 -0.0410 -0.2191
C 2.8951 2.0242 -2.8128 0.0542 0.0498 -0.0108 -0.2617
N 2.6566 1.8434 -1.3768 -0.0368 -0.0612 -0.0167 -0.0417
H -0.8913 -1.2796 -3.3989 0.0243 -0.0036 0.0207 0.0795
H -1.7320 0.0995 -3.4938 -0.0137 -0.0207 -0.0132 0.0726
H -0.2255 -0.2260 -5.4556 0.0072 0.0199 0.0083 0.1150
H 1.0892 -0.1448 -4.2828 -0.0108 -0.0010 -0.0171 0.0985
H -1.0034 2.0192 -4.7629 -0.0054 -0.0300 -0.0083 0.1290
H 0.6125 2.0210 -5.4520 -0.0150 0.0034 0.0065 0.1177
H -0.1675 3.0935 -3.1002 -0.0710 0.0993 -0.0008 0.0884
H 1.8386 3.8775 -2.8391 0.0012 0.0075 -0.0161 0.1259
H 2.1334 3.1999 -4.4359 -0.0139 0.0139 0.0155 0.1167
H 3.8871 2.4402 -3.0275 -0.0136 -0.0086 -0.0056 0.1136
H 2.8441 1.0454 -3.2971 0.0091 -0.0026 0.0053 0.0990
H 2.7232 2.7404 -0.9038 -0.0030 -0.0007 0.0165 0.0777
H 3.3764 1.2636 -0.9578 0.0129 -0.0087 -0.0026 0.0478
O -5.6928 2.6305 -3.7459 0.0356 0.0094 0.0395 0.1340
C -4.7640 2.3974 -3.0176 -0.0155 -0.0612 -0.0562 -0.2579
C -4.5179 1.1142 -2.2368 -0.2357 -0.0718 -0.1098 -0.2937
O -5.2287 0.1290 -2.2148 0.0821 0.1048 -0.0029 0.0968
C -3.2407 1.2967 -1.5360 -0.0634 -0.1256 0.0895 -0.3815
C -2.7637 2.6087 -1.7383 0.1307 0.1545 0.0919 -0.3574
O -1.6948 3.1108 -1.1937 0.0032 0.0706 0.0763 -0.3020
C -3.5791 3.3056 -2.7233 -0.2395 0.1654 -0.2625 -0.3119
O -3.3599 4.3827 -3.2462 0.0466 -0.0716 0.0791 0.0850
O -2.6620 0.3867 -0.8426 -0.2230 0.0353 -0.0562 -0.3292
C 0.5259 -2.4120 3.1341 0.0405 -0.1022 0.0151 -0.2994
C -0.7756 -1.6253 3.2738 -0.0152 0.0337 0.0808 -0.3578
P -1.4847 -0.9801 1.6858 -0.2102 0.0207 0.0720 0.9944
C -3.1696 -0.5257 2.2320 0.0501 0.0207 0.0572 -0.3745
C -3.3731 0.0927 3.4656 -0.0576 -0.0265 -0.0242 -0.1049
C -4.6345 0.5444 3.8297 -0.0041 0.0027 0.0253 -0.0943
C -5.7049 0.3898 2.9635 -0.0269 -0.0139 -0.0590 -0.0879
C -5.5097 -0.2200 1.7306 -0.0236 0.0116 0.0397 -0.0623
C -4.2530 -0.6736 1.3657 -0.0027 -0.0181 -0.0145 -0.0993
C -1.7425 -2.5859 0.8497 0.0672 0.0329 -0.1036 -0.3772
C -2.6263 -3.5558 1.3183 -0.0293 0.0216 0.0181 -0.0796
C -2.7231 -4.7850 0.6874 0.0108 0.0284 0.0049 -0.0705
C -1.9284 -5.0648 -0.4179 -0.0150 -0.0792 -0.0175 -0.0826
C -1.0424 -4.1125 -0.8932 0.0146 0.0382 0.0189 -0.0778
C -0.9577 -2.8777 -0.2620 -0.0042 -0.0506 -0.0360 -0.1170
C 1.7653 -1.5629 2.8494 0.1430 -0.0383 0.0113 -0.3487
P 1.9665 -0.9485 1.1279 -0.0572 0.2343 -0.1404 0.9909
C 3.4319 0.1187 1.3729 -0.0098 0.0167 0.0796 -0.3957
C 4.7408 -0.2554 1.0903 0.0413 -0.0246 -0.0499 -0.0823
C 5.7866 0.6392 1.2865 -0.0131 0.0041 0.0040 -0.0770
C 5.5341 1.9101 1.7794 0.0104 0.0147 0.0009 -0.0830
C 4.2298 2.2912 2.0736 0.0342 0.0024 -0.0047 -0.0806
C 3.1867 1.4049 1.8620 0.0041 0.0211 -0.0109 -0.1233
C 2.6429 -2.3593 0.1974 -0.0086 -0.1646 0.0571 -0.3982
C 2.8744 -2.1642 -1.1659 -0.0472 0.0575 -0.0264 -0.1172
C 3.3317 -3.1960 -1.9664 0.0131 -0.0065 -0.0345 -0.0786
C 3.5422 -4.4559 -1.4195 0.0188 -0.0232 -0.0594 -0.0825
C 3.3010 -4.6693 -0.0734 -0.0273 0.0361 0.0804 -0.0718
C 2.8580 -3.6265 0.7328 0.0202 0.0261 -0.0582 -0.0783
H 0.4101 -3.1970 2.3797 -0.0034 0.0315 0.0034 0.0923
H 0.6979 -2.9317 4.0809 0.0100 -0.0085 -0.0162 0.1124
H -0.6036 -0.7718 3.9358 -0.0140 -0.0109 0.0167 0.0736
H -1.5259 -2.2592 3.7540 -0.0247 0.0405 -0.0219 0.0883
H -2.5547 0.2332 4.1595 0.0533 -0.0022 -0.0015 0.0882
H -4.7781 1.0199 4.7920 0.0090 0.0014 -0.0019 0.0991
H -6.6876 0.7481 3.2423 0.0009 0.0015 0.0079 0.1007
H -6.3317 -0.3330 1.0356 -0.0080 0.0064 0.0042 0.1104
H -4.1135 -1.1141 0.3887 0.0093 0.0076 -0.0250 0.1003
H -3.2556 -3.3359 2.1728 -0.0093 -0.0073 0.0032 0.1123
H -3.4218 -5.5252 1.0549 -0.0022 -0.0103 -0.0031 0.1050
H -2.0062 -6.0268 -0.9083 0.0022 0.0049 -0.0053 0.1028
H -0.4183 -4.3253 -1.7525 0.0043 -0.0071 -0.0006 0.1027
H -0.2568 -2.1402 -0.6408 -0.0168 0.0045 0.0127 0.0555
H 2.6798 -2.0989 3.1201 -0.0237 -0.0081 0.0374 0.0841
H 1.7525 -0.6634 3.4730 -0.0304 -0.0030 -0.0172 0.0864
H 4.9476 -1.2473 0.7063 0.0038 0.0058 0.0109 0.1043
H 6.8005 0.3372 1.0577 0.0055 0.0027 0.0003 0.1053
H 6.3506 2.6035 1.9335 -0.0045 0.0062 0.0019 0.1041
H 4.0272 3.2833 2.4576 0.0025 -0.0006 -0.0016 0.1045
H 2.1669 1.7221 2.0626 -0.0122 -0.0359 -0.0121 0.0900
H 2.6915 -1.1875 -1.6078 0.0002 0.0021 0.0335 0.0898
H 3.5147 -3.0210 -3.0189 0.0029 -0.0128 -0.0046 0.1048
H 3.8874 -5.2685 -2.0453 0.0003 0.0024 -0.0019 0.1047
H 3.4544 -5.6492 0.3596 0.0056 -0.0068 -0.0133 0.1068
H 2.6754 -3.8162 1.7814 -0.0074 -0.0030 0.0350 0.0955
C -0.8939 4.3412 2.9275 -0.0471 0.0714 0.1027 -0.0720
C 0.1743 4.1344 1.8786 -0.0732 -0.0574 -0.2013 -0.3003
O -0.1290 3.0305 1.0323 0.0998 -0.2516 -0.1035 -0.2771
H -0.6355 5.1761 3.5813 0.0115 -0.0047 0.0003 0.0770
H -1.0124 3.4454 3.5379 0.0164 -0.0140 -0.0076 0.0746
H -1.8553 4.5631 2.4633 0.0021 -0.0008 -0.0366 0.0832
H 1.1369 3.8968 2.3364 -0.0152 0.0385 0.0498 0.0984
H 0.3109 5.0305 1.2661 -0.0209 0.0403 0.0627 0.1209
H -0.8863 3.2262 0.4382 -0.1550 0.5385 0.1256 0.0093
```
Forces are in eV/Å.

Properties
lowest unoccupied orbital energy	-0.03	eV
total charge	0
HOMO	-6.709	eV
orbital gap	6.68	eV

[3]
An isolated ion of composition C4H8N3 and charge +1, computed with ωB97M-V/def2-TZVPD.

Geometry as XYZ:
```
15
Properties=species:S:1:pos:R:3:forces:R:3:nbo_charge:R:1
C 0.5721 0.3278 -0.4090 1.3740 0.4954 4.1129 -0.3944
C -0.7396 0.2903 0.5217 0.0502 -0.5081 -2.7864 -0.5648
C 1.6089 -0.8420 0.0242 2.9806 6.6658 -1.1800 0.3032
C -1.5128 -0.9280 0.1521 -2.9906 1.0237 0.0885 0.7228
N 1.1549 -1.9368 0.0401 -1.8244 -4.9139 0.4997 -0.2585
N 2.9566 -0.3755 0.0431 -3.5453 3.3511 0.0639 -0.8229
N -2.7760 -1.0051 -0.1893 0.8569 1.3467 -0.4192 -0.7378
H 0.2702 0.0644 -1.3625 -0.1777 0.2469 -2.1623 0.2319
H 1.1934 1.2819 -0.2433 -1.5810 -1.1882 -0.7216 0.2573
H -0.5394 0.3264 1.5466 0.6064 -0.3721 1.6880 0.2890
H -1.4757 1.0949 0.3499 0.4761 0.1888 -0.2876 0.2538
H 3.6797 -0.9772 0.0850 2.5423 -2.6278 0.2785 0.4001
H 3.2413 0.6348 0.1423 -1.0388 -1.8644 -0.1535 0.4103
H -3.2025 -1.8804 -0.4536 0.2296 -0.6615 0.1120 0.4522
H -3.4842 -0.2027 -0.4219 2.0418 -1.1824 0.8670 0.4579
```
Forces are in eV/Å.

Properties
spin multiplicity	3
lowest unoccupied orbital energy (alpha / beta)	-5.30 / -6.88	eV
total charge	+1
HOMO (alpha / beta)	-13.157 / -13.084	eV
expectation value of S²	2.015
orbital gap (alpha / beta)	7.85 / 6.20	eV

[4]
One molecule with the formula C3H6N2O, computed with ωB97M-V/def2-TZVPD.

Geometry as XYZ:
```
12
Properties=species:S:1:pos:R:3:forces:R:3:nbo_charge:R:1
C 1.8764 0.5982 -0.2488 0.0679 0.0821 0.0406 -0.4663
N 1.3126 -0.7287 -0.4376 -0.3575 -0.0551 0.0522 -0.4407
C 0.0830 -0.9190 -0.2108 0.1210 -0.0765 -0.1156 0.2734
N -0.8488 0.0173 0.2403 0.0493 0.1837 -0.0389 -0.6502
C -2.1987 -0.2244 0.3764 0.0045 0.1168 0.0324 0.5433
O -2.9948 0.6098 0.7346 0.2747 -0.3140 -0.1279 -0.5625
H 2.9497 0.5511 -0.4510 -0.2110 0.0578 0.0227 0.2153
H 1.4320 1.3309 -0.9404 0.0640 -0.1281 0.1203 0.1933
H 1.7518 0.9741 0.7786 -0.0293 -0.0836 -0.1382 0.1872
H -0.3423 -1.9118 -0.3863 0.0674 0.2073 0.0916 0.1774
H -0.5483 0.9665 0.4268 -0.0525 -0.1212 -0.0011 0.4143
H -2.4727 -1.2639 0.1181 0.0014 0.1307 0.0618 0.1156
```
Forces are in eV/Å.

Properties
lowest unoccupied orbital energy	0.87	eV
total charge	0
HOMO	-9.951	eV
SMILES	C/N=C\NC=O
orbital gap	10.82	eV

| no. | F_max (eV Å⁻¹) |
| --- | --- |
| 1 | 1.1 |
| 2 | 1.2 |
| 3 | 7.4 |
| 4 | 0.4 |